# C19H17N3O3Pd

A structure of composition C19H17N3O3Pd (ωB97M-V/def2-TZVPD, the OMol25 dataset).

Computed properties:
ΔE to the lowest compared entry with this formula, charge and spin (kcal/mol): 26.3
Total charge: 0
Orbital gap (eV): 7.0
E_tot (Ha): -1252.063647
HOMO level (eV): -7.9
M (g mol⁻¹): 441.783
Spin multiplicity: 1

Geometry as XYZ:
```
43
Properties=species:S:1:pos:R:3:lowdin_charge:R:1
Pd 0.102 0.022 -0.968 0.85
O -1.299 -1.572 5.596 -0.02
C -0.148 -1.465 5.148 -0.69
O 0.970 -1.619 5.661 -0.03
C -0.096 -1.108 3.633 -0.06
C -1.269 -0.943 2.908 0.07
C -1.194 -0.633 1.563 -0.17
N -0.005 -0.483 0.974 0.00
C 1.140 -0.682 1.637 -0.17
C 1.125 -0.993 2.983 0.07
C 2.340 -0.639 0.764 -0.17
C 3.635 -0.675 1.256 0.01
C 4.695 -0.708 0.368 -0.04
C 4.437 -0.712 -0.993 -0.05
C 3.123 -0.658 -1.416 -0.12
N 2.092 -0.616 -0.569 0.00
C -2.354 -0.520 0.638 -0.18
C -3.661 -0.446 1.096 0.01
C -4.695 -0.425 0.178 -0.04
C -4.400 -0.487 -1.173 -0.05
C -3.071 -0.542 -1.555 -0.13
N -2.067 -0.548 -0.680 0.04
H -2.202 -1.091 3.436 0.12
H 2.017 -1.180 3.568 0.12
H 3.802 -0.677 2.323 0.12
H 5.712 -0.735 0.737 0.12
H 5.235 -0.752 -1.720 0.11
H 2.871 -0.652 -2.468 0.11
H -3.858 -0.405 2.157 0.12
H -5.721 -0.367 0.516 0.12
H -5.178 -0.492 -1.923 0.11
H -2.793 -0.589 -2.599 0.11
C -1.177 2.114 -3.253 -0.04
C -0.018 2.033 -2.274 -0.66
C 1.347 2.434 -2.804 -0.05
O -0.273 2.277 -1.071 -0.08
H -0.929 1.707 -4.233 0.08
H -1.415 3.175 -3.361 0.10
H -2.049 1.611 -2.847 0.05
H 0.204 0.363 -2.465 0.04
H 1.346 3.524 -2.876 0.09
H 1.550 2.018 -3.791 0.08
H 2.127 2.138 -2.106 0.07
```

=====

# C19H17N3O4S

The molecule C19H17N3O4S (ωB97M-V/def2-TZVPD, the OMol25 dataset).

Computed properties:
SMILES: COc1ccc(C(=O)CSc2nnc(CNC(=O)c3ccccc3)o2)cc1
ΔE to the lowest compared entry with this formula, charge and spin (kcal/mol): 30.1
Total charge: 0
Orbital gap (eV): 9.0
E_tot (Ha): -1597.637987
HOMO level (eV): -8.7
M (g mol⁻¹): 383.429
Spin multiplicity: 1

Geometry as XYZ:
```
44
Properties=species:S:1:pos:R:3:lowdin_charge:R:1
C -4.283 -4.396 1.225 -0.08
H -4.775 -3.996 2.117 0.10
H -5.034 -4.614 0.460 0.10
H -3.756 -5.312 1.485 0.09
O -3.296 -3.514 0.742 -0.07
C -3.662 -2.278 0.337 -0.27
C -2.631 -1.462 -0.144 0.02
C -2.884 -0.182 -0.575 -0.02
C -4.187 0.328 -0.543 -0.18
C -5.214 -0.499 -0.084 0.00
C -4.965 -1.780 0.359 -0.01
H -5.784 -2.383 0.716 0.10
H -6.219 -0.105 -0.070 0.12
C -4.550 1.683 -0.979 -0.43
O -5.684 2.000 -1.261 0.09
C -3.442 2.728 -1.036 -0.34
H -2.605 2.421 -1.658 0.07
H -3.864 3.668 -1.392 0.09
S -2.769 3.041 0.639 1.05
C -1.119 2.635 0.373 -0.68
N -0.563 2.181 -0.710 0.03
N 0.747 2.019 -0.428 0.10
C 0.927 2.374 0.799 -0.31
O -0.229 2.785 1.379 0.09
C 2.215 2.384 1.540 -0.09
N 3.252 1.776 0.752 0.07
C 3.850 0.618 1.152 -0.44
O 3.710 0.173 2.273 0.08
C 4.728 -0.008 0.126 -0.14
C 5.900 -0.630 0.547 -0.02
C 6.736 -1.236 -0.372 -0.07
C 6.399 -1.241 -1.716 -0.08
C 5.220 -0.647 -2.137 -0.08
C 4.385 -0.029 -1.223 -0.03
H 3.453 0.404 -1.558 0.11
H 4.948 -0.668 -3.182 0.10
H 7.049 -1.718 -2.435 0.10
H 7.648 -1.709 -0.042 0.10
H 6.139 -0.626 1.599 0.12
H 3.307 2.054 -0.215 0.12
H 2.471 3.419 1.804 0.14
H 2.126 1.804 2.467 0.14
H -2.067 0.408 -0.960 0.09
H -1.632 -1.868 -0.169 0.12
```

=====

# C19H17N4O8V

A structure of composition C19H17N4O8V (ωB97M-V/def2-TZVPD, the OMol25 dataset).

Computed properties:
ΔE to the lowest compared entry with this formula, charge and spin (kcal/mol): 19.1
Total charge: +1
⟨S²⟩: 3.773
Orbital gap (spin up / spin down) (eV): 6.2 / 7.3
E_tot (Ha): -2499.022630
HOMO level (spin up / spin down) (eV): -10.0 / -11.2
M (g mol⁻¹): 480.309
Spin multiplicity: 4

Geometry as XYZ:
```
49
Properties=species:S:1:pos:R:3:lowdin_charge:R:1
V -0.067 -0.070 -0.079 0.94
O -1.960 -3.165 -1.870 0.20
C -1.147 -2.207 -1.492 -0.42
O -1.545 -1.115 -1.068 0.00
C 0.290 -2.385 -1.725 -0.14
C 0.901 -3.405 -2.438 0.05
C 2.224 -3.249 -2.810 0.00
C 2.867 -2.035 -2.537 0.03
C 2.201 -1.076 -1.815 -0.15
N 0.963 -1.286 -1.326 0.05
C 2.587 0.356 -1.624 -0.44
O 3.843 0.747 -1.815 0.18
O 1.734 1.161 -1.315 0.10
H -2.868 -2.905 -1.650 0.16
H 0.335 -4.281 -2.723 0.14
H 2.733 -4.021 -3.369 0.12
H 3.858 -1.853 -2.935 0.13
H 4.415 -0.003 -2.017 0.12
O 2.830 4.955 3.646 -0.04
C 3.583 3.790 3.393 -0.20
C 2.705 2.784 2.704 -0.15
C 3.224 1.541 2.353 0.02
C 2.420 0.646 1.683 -0.08
N 1.148 0.913 1.381 0.02
C 0.623 2.074 1.794 -0.16
C 1.375 3.053 2.414 0.07
C -0.841 2.234 1.536 -0.16
C -1.612 3.145 2.227 0.07
C -2.977 3.210 1.971 -0.15
C -3.839 4.221 2.689 -0.20
O -3.350 4.556 3.969 -0.04
C -3.514 2.334 1.043 0.02
C -2.688 1.423 0.416 -0.08
N -1.373 1.369 0.651 0.01
H 3.401 5.624 4.031 0.10
H 3.961 3.341 4.318 0.14
H 4.445 3.993 2.749 0.14
H 4.247 1.274 2.582 0.13
H 2.785 -0.326 1.374 0.13
H 0.946 4.006 2.683 0.12
H -1.174 3.789 2.976 0.13
H -4.875 3.873 2.720 0.13
H -3.831 5.148 2.113 0.14
H -3.503 3.821 4.572 0.10
H -4.574 2.330 0.823 0.13
H -3.073 0.687 -0.274 0.12
O -2.107 -1.337 1.836 -0.06
N -1.134 -2.029 1.943 -0.16
O -0.090 -1.607 1.236 -0.28
```

=====

# C19H17N5OS

The molecule C19H17N5OS (ωB97M-V/def2-TZVPD, the OMol25 dataset).

Computed properties:
SMILES: Cc1ccc(-c2noc(CSc3nnc(-c4ccccc4)n3C)n2)cc1
ΔE to the lowest compared entry with this formula, charge and spin (kcal/mol): 62.1
Total charge: 0
Orbital gap (eV): 8.9
E_tot (Ha): -1481.416615
HOMO level (eV): -8.4
M (g mol⁻¹): 363.446
Spin multiplicity: 1

Geometry as XYZ:
```
43
Properties=species:S:1:pos:R:3:lowdin_charge:R:1
C -6.312 0.725 -6.569 -0.05
C -5.060 0.831 -5.755 -0.28
C -4.761 -0.141 -4.803 -0.04
C -3.616 -0.057 -4.039 -0.02
C -2.740 1.013 -4.216 -0.17
C -3.030 1.991 -5.164 -0.02
C -4.180 1.895 -5.922 -0.04
H -4.400 2.656 -6.657 0.11
H -2.345 2.814 -5.292 0.11
C -1.537 1.097 -3.418 -0.30
N -0.652 2.059 -3.503 0.14
O 0.307 1.749 -2.593 0.04
C -0.071 0.603 -2.013 -0.43
N -1.194 0.159 -2.479 0.21
C 0.763 -0.005 -0.963 -0.35
H 1.820 0.207 -1.121 0.09
H 0.587 -1.077 -0.903 0.10
S 0.306 0.715 0.660 1.00
C 1.412 -0.230 1.611 -0.64
N 2.279 -1.092 1.150 0.02
N 2.918 -1.611 2.202 0.07
C 2.454 -1.063 3.297 -0.26
N 1.468 -0.158 2.973 -0.05
C 0.605 0.622 3.811 -0.04
H -0.361 0.731 3.315 0.07
H 0.470 0.117 4.767 0.10
H 1.021 1.618 3.978 0.10
C 2.923 -1.396 4.630 -0.16
C 3.354 -2.702 4.865 -0.02
C 3.819 -3.067 6.114 -0.07
C 3.862 -2.136 7.140 -0.09
C 3.456 -0.833 6.906 -0.08
C 2.991 -0.459 5.658 -0.04
H 2.715 0.569 5.482 0.10
H 3.508 -0.100 7.698 0.10
H 4.222 -2.422 8.117 0.10
H 4.148 -4.080 6.289 0.10
H 3.319 -3.410 4.053 0.11
H -3.381 -0.809 -3.302 0.11
H -5.439 -0.972 -4.665 0.11
H -7.186 0.857 -5.932 0.08
H -6.336 1.480 -7.350 0.07
H -6.385 -0.259 -7.030 0.08
```